# 1
111
Properties=species:S:1:pos:R:3 method="wB97M-V/def2-TZVPD" multiplicity=4 charge=+2 homo_lumo_gap_ev="6.416 / 3.482" s2=3.783
Tc 6.244 9.775 17.218
F 11.064 11.100 18.022
C 10.313 12.109 18.523
F 10.546 12.130 19.868
F 10.824 13.269 18.049
S 8.462 11.962 18.060
O 8.269 10.879 17.062
O 8.024 13.294 17.774
N 7.825 11.433 19.390
S 8.069 9.936 19.809
O 9.330 9.290 19.508
O 6.865 9.206 19.278
C 7.944 9.811 21.597
F 6.790 10.319 22.134
F 7.992 8.476 21.955
F 8.985 10.407 22.249
C 4.453 7.500 20.416
C 3.760 8.586 19.588
C 3.853 9.950 20.301
P 4.221 8.659 17.727
C 2.519 9.056 16.986
C 2.559 9.364 15.477
C 1.435 7.995 17.215
C 4.692 6.976 17.174
C 3.843 5.858 17.272
C 4.187 4.597 16.769
C 3.213 3.442 16.793
C 5.499 4.453 16.303
C 6.390 5.492 16.298
C 6.034 6.778 16.738
N 6.946 7.835 16.804
C 8.320 7.539 16.940
C 8.784 6.776 18.035
C 7.926 6.210 19.152
C 10.128 6.424 18.085
C 11.043 6.755 17.095
C 12.488 6.365 17.205
C 10.541 7.484 15.997
C 9.206 7.833 15.861
C 8.803 8.455 14.536
H 3.969 7.443 21.388
H 5.501 7.732 20.589
H 4.359 6.522 19.968
H 2.689 8.316 19.574
H 4.885 10.265 20.412
H 3.402 9.884 21.285
H 3.281 10.693 19.754
H 2.226 9.967 17.535
H 2.869 8.507 14.882
H 3.238 10.179 15.256
H 1.565 9.675 15.147
H 1.534 7.169 16.520
H 0.466 8.470 17.067
H 1.412 7.583 18.225
H 2.908 5.963 17.791
H 2.573 3.507 17.662
H 3.714 2.469 16.780
H 2.545 3.469 15.943
H 5.833 3.484 15.958
H 7.401 5.338 15.938
H 7.096 6.836 19.433
H 8.553 6.071 20.017
H 7.542 5.226 18.861
H 10.480 5.844 18.932
H 12.900 6.699 18.158
H 13.080 6.797 16.385
H 12.647 5.285 17.166
H 11.241 7.788 15.226
H 8.288 7.742 13.876
H 9.690 8.801 14.024
H 8.175 9.340 14.650
I 9.125 12.873 14.424
I 11.226 11.212 14.638
C 4.694 11.488 12.356
N 4.976 10.093 12.716
C 4.623 8.969 11.928
C 4.932 7.885 12.671
N 5.501 8.356 13.907
C 5.510 9.707 13.924
S 6.031 10.790 15.096
H 4.635 11.606 11.275
H 5.497 12.107 12.750
H 3.768 11.842 12.804
H 4.199 9.075 10.924
H 4.821 6.832 12.447
H 5.948 7.784 14.618
N 5.453 11.548 17.699
S 4.157 12.292 16.921
C 3.019 12.973 18.116
C 1.654 12.648 17.958
C 0.715 13.177 18.845
C 1.121 14.009 19.886
C 2.483 14.327 20.042
C 3.438 13.845 19.139
C 4.510 13.823 16.048
C 5.772 14.413 16.038
C 5.945 15.604 15.318
C 4.870 16.215 14.663
C 3.594 15.670 14.764
C 3.415 14.439 15.422
H 5.502 11.893 18.677
H 1.361 12.015 17.135
H -0.344 12.968 18.731
H 0.385 14.439 20.552
H 2.806 14.978 20.850
H 4.474 14.181 19.171
H 6.606 13.964 16.576
H 6.927 16.062 15.274
H 5.049 17.118 14.105
H 2.756 16.204 14.360
H 2.426 13.995 15.485

=====

# 2
20
Properties=species:S:1:pos:R:3 method="wB97M-V/def2-TZVPD" multiplicity=1 homo_lumo_gap_ev=10.380
C 1.860 0.586 0.449
C 0.684 0.280 -0.098
C 0.213 0.930 -1.376
C -0.175 -0.822 0.496
C -1.626 -0.425 0.790
C -0.128 -2.037 -0.438
H 2.183 0.143 1.389
H 2.546 1.285 -0.023
H 0.215 0.214 -2.207
H 0.854 1.772 -1.654
H -0.812 1.312 -1.285
H 0.290 -1.112 1.448
H -2.174 -0.186 -0.129
H -1.686 0.440 1.460
H -2.149 -1.260 1.271
H 0.909 -2.314 -0.654
H -0.633 -2.898 0.012
H -0.625 -1.818 -1.391
H 0.288 3.282 0.904
H -0.036 2.628 1.036

=====

no.,E (eV)
1,-145219.44515
2,-6447.80535